Entry 1:
{
  "formula": "C28H76O12",
  "method": "ωB97M-V/def2-TZVPD",
  "homo_ev": -9.61,
  "lumo_energy_ev": 0.5,
  "gap_ev": 10.1211,
  "e_tot_ha": -2015.18003,
  "multiplicity": 1,
  "species": ["C", "C", "C", "O", "H", "H", "H", "H", "H", "H", "H", "H", "C", "C", "C", "O", "H", "H", "H", "H", "H", "H", "H", "H", "C", "C", "C", "O", "H", "H", "H", "H", "H", "H", "H", "H", "C", "C", "C", "O", "H", "H", "H", "H", "H", "H", "H", "H", "C", "C", "C", "O", "H", "H", "H", "H", "H", "H", "H", "H", "C", "C", "C", "O", "H", "H", "H", "H", "H", "H", "H", "H", "C", "C", "C", "O", "H", "H", "H", "H", "H", "H", "H", "H", "C", "C", "C", "O", "H", "H", "H", "H", "H", "H", "H", "H", "C", "C", "O", "O", "H", "H", "H", "H", "H", "H", "C", "C", "O", "O", "H", "H", "H", "H", "H", "H"],
  "coordinates": [[12.77716, 7.10084, 17.22444], [13.17836, 8.13290, 16.16296], [12.41212, 7.97552, 14.86482], [12.96472, 9.50302, 16.68382], [13.27375, 7.24902, 18.18336], [13.03293, 6.08674, 16.91738], [11.72401, 7.17518, 17.49544], [14.24186, 8.16984, 15.92694], [11.33058, 7.88048, 14.96152], [12.64475, 7.05352, 14.33200], [12.59785, 8.75203, 14.12278], [13.35321, 10.12636, 16.06568], [7.56480, 12.91032, 18.78560], [8.93077, 13.23644, 19.51844], [9.94051, 14.11616, 18.67768], [8.76813, 14.02918, 20.69527], [6.94364, 12.25320, 19.39426], [7.70318, 12.39390, 17.83572], [7.13459, 13.89748, 18.61666], [9.48465, 12.35984, 19.85446], [9.57628, 15.13140, 18.52050], [10.22399, 13.58756, 17.76756], [10.93285, 14.26282, 19.10412], [7.98134, 14.54736, 20.51072], [17.55065, 9.73096, 12.05228], [16.05438, 9.50712, 12.39848], [15.60801, 8.01446, 12.34882], [15.80502, 10.04246, 13.72240], [18.09543, 9.19795, 12.83152], [17.79745, 10.79020, 11.98034], [17.80858, 9.27928, 11.09438], [15.38929, 10.07046, 11.74398], [14.73889, 7.81482, 12.97562], [16.38025, 7.41402, 12.82968], [15.47047, 7.69282, 11.31648], [16.66517, 10.20182, 14.11782], [11.06914, 9.22308, 11.62674], [10.05461, 8.79156, 10.51584], [10.22288, 7.28338, 10.19496], [8.75187, 9.08084, 10.95776], [12.14315, 9.07420, 11.51522], [10.79006, 8.56838, 12.45230], [10.95043, 10.26556, 11.92210], [10.06625, 9.35032, 9.58002], [9.47437, 6.97574, 9.46476], [10.03598, 6.69084, 11.09056], [11.19139, 7.14074, 9.71566], [8.76863, 8.95478, 11.90930], [9.35283, 9.80594, 17.33523], [8.31116, 8.71476, 17.54050], [6.94227, 9.30092, 17.79770], [8.17855, 7.97628, 16.35015], [9.15582, 10.59048, 16.60462], [10.26843, 9.34372, 16.96626], [9.64839, 10.23755, 18.29150], [8.59136, 8.02978, 18.34073], [6.96195, 9.92968, 18.68786], [6.03181, 8.70176, 17.78532], [6.75360, 10.03319, 17.01266], [7.75346, 7.16934, 16.64972], [16.18693, 14.19714, 15.74534], [16.30631, 15.09472, 14.48922], [16.50519, 14.19938, 13.24738], [15.11885, 15.83462, 14.34298], [15.35418, 13.49536, 15.79128], [16.11276, 14.69212, 16.71362], [17.06001, 13.54814, 15.81350], [17.17249, 15.75640, 14.49132], [16.80861, 14.82948, 12.41130], [15.60653, 13.59004, 13.15142], [17.31879, 13.48420, 13.36842], [14.96382, 16.29864, 15.16896], [12.58755, 16.22033, 16.00224], [13.07124, 17.33015, 16.92378], [12.67075, 17.09926, 18.36366], [14.44631, 17.40696, 16.74467], [13.03821, 15.23390, 16.11156], [12.50907, 16.58372, 14.97760], [11.52854, 15.98800, 16.11457], [12.57768, 18.26020, 16.64186], [13.02018, 16.12742, 18.71228], [11.58806, 17.14892, 18.47946], [13.14740, 17.89219, 18.94004], [14.87517, 17.86739, 17.46970], [12.60060, 12.34092, 7.57706], [12.48016, 13.04560, 8.98782], [11.32906, 12.42490, 9.79820], [13.72705, 12.99792, 9.68916], [12.88318, 11.28822, 7.56986], [13.28897, 12.84460, 6.89842], [11.63027, 12.30928, 7.08152], [12.25429, 14.10768, 8.89254], [11.45875, 11.36904, 10.03580], [10.43259, 12.51022, 9.18406], [11.03710, 12.97430, 10.69320], [13.49245, 13.42806, 10.51472], [11.91621, 16.97406, 11.21638], [11.95855, 15.57330, 11.80368], [13.16731, 14.90806, 11.70486], [11.91177, 16.98609, 9.81455], [12.76983, 17.56007, 11.55698], [10.95847, 17.42270, 11.48012], [11.20640, 14.90760, 11.38032], [11.82895, 15.59804, 12.88566], [13.74414, 15.32010, 12.35222], [12.83007, 16.90558, 9.54650], [12.84230, 11.82486, 13.66402], [11.42900, 11.96798, 14.23308], [11.51928, 12.93516, 15.25420], [13.67068, 11.31058, 14.70426], [13.21193, 12.78842, 13.31328], [12.96087, 11.26084, 12.73886], [10.99799, 11.05378, 14.64118], [10.79482, 12.35056, 13.43336], [12.30326, 12.79016, 15.78894], [14.42030, 10.84858, 14.32186]]
}


Entry 2:
{
  "formula": "C28H77N7O7",
  "method": "ωB97M-V/def2-TZVPD",
  "homo_ev": -8.58,
  "lumo_energy_ev": 0.6,
  "gap_ev": 9.1385,
  "e_tot_ha": -2022.81270,
  "multiplicity": 1,
  "species": ["C", "C", "C", "O", "C", "N", "H", "H", "H", "H", "H", "H", "H", "H", "H", "H", "H", "C", "C", "C", "O", "C", "N", "H", "H", "H", "H", "H", "H", "H", "H", "H", "H", "H", "C", "C", "C", "O", "C", "N", "H", "H", "H", "H", "H", "H", "H", "H", "H", "H", "H", "C", "C", "C", "O", "C", "N", "H", "H", "H", "H", "H", "H", "H", "H", "H", "H", "H", "C", "C", "C", "O", "C", "N", "H", "H", "H", "H", "H", "H", "H", "H", "H", "H", "H", "C", "C", "C", "O", "C", "N", "H", "H", "H", "H", "H", "H", "H", "H", "H", "H", "H", "C", "C", "C", "O", "C", "N", "H", "H", "H", "H", "H", "H", "H", "H", "H", "H", "H"],
  "coordinates": [[-6.68554, 2.40397, 4.84597], [-5.80494, 1.97967, 6.04826], [-4.35085, 2.45619, 6.04329], [-3.83579, 2.57405, 4.71535], [-3.57017, 1.31124, 4.15186], [-6.48942, 2.15806, 7.32680], [-6.40009, 3.39148, 4.48498], [-7.74276, 2.34307, 5.08245], [-6.44114, 1.67561, 4.07519], [-5.77504, 0.89058, 5.93188], [-3.66461, 1.82725, 6.61918], [-4.33816, 3.46513, 6.46644], [-3.27858, 1.36651, 3.10382], [-4.40131, 0.60198, 4.18822], [-2.73785, 0.81972, 4.67085], [-6.78880, 3.11625, 7.49337], [-5.92578, 1.96627, 8.14959], [-3.54709, 5.48472, 1.39293], [-3.03906, 4.04662, 1.37888], [-3.43053, 3.29480, 0.09522], [-3.42083, 1.90220, 0.34769], [-4.00673, 1.19920, -0.73278], [-1.56410, 4.09930, 1.50357], [-4.59446, 5.47582, 1.70637], [-3.35373, 6.01733, 0.46264], [-3.06899, 6.04032, 2.20072], [-3.41783, 3.46956, 2.22337], [-2.74126, 3.52029, -0.72410], [-4.44574, 3.66193, -0.11848], [-3.78430, 1.66756, -1.69287], [-5.08755, 1.13466, -0.58195], [-3.64804, 0.17198, -0.79564], [-1.23971, 4.65000, 0.71525], [-1.16561, 3.15922, 1.47568], [2.41493, 0.95171, 5.64248], [1.57145, 0.55658, 4.43718], [0.35816, -0.28600, 4.82007], [-0.21700, -0.84526, 3.63472], [-1.26595, -1.74843, 3.88329], [1.17454, 1.77823, 3.75001], [1.83572, 1.64277, 6.26210], [3.32274, 1.45633, 5.32754], [2.60489, 0.08952, 6.28529], [2.16433, -0.05521, 3.75230], [-0.46203, 0.32160, 5.22931], [0.58225, -1.06161, 5.56320], [-2.05411, -1.34592, 4.52066], [-0.89438, -2.72534, 4.21626], [-1.64157, -1.99121, 2.88406], [0.67255, 1.60078, 2.88483], [0.53382, 2.33154, 4.31022], [4.90782, -1.18960, -2.32405], [5.88618, -1.65894, -1.19951], [5.41767, -1.07521, 0.13538], [5.26482, 0.31295, -0.03763], [4.84104, 1.09987, 1.03516], [5.95602, -3.09427, -1.33374], [4.71662, -0.12361, -2.20567], [3.94596, -1.71347, -2.35691], [5.35233, -1.43787, -3.28787], [6.78404, -1.12291, -1.50791], [6.09205, -1.24840, 0.98695], [4.45518, -1.50093, 0.46161], [4.40068, 1.99920, 0.60289], [5.61882, 1.43320, 1.72906], [4.03306, 0.60100, 1.58596], [5.11695, -3.64296, -1.20326], [6.59204, -3.45070, -0.61774], [1.12504, -1.25615, -6.84447], [2.42904, -0.59352, -6.34725], [2.17330, 0.17469, -5.07455], [1.28253, 1.24383, -5.34852], [0.70948, 1.80356, -4.19282], [3.46901, -1.58686, -6.12186], [1.36362, -2.07747, -7.51644], [0.45509, -0.52169, -7.29383], [0.58392, -1.67270, -5.98658], [2.66461, 0.10208, -7.15857], [3.06457, 0.54993, -4.55528], [1.69383, -0.44111, -4.29340], [0.38109, 2.82587, -4.37449], [1.40019, 1.83112, -3.34601], [-0.18022, 1.22192, -3.92670], [3.26844, -2.05741, -5.24437], [3.58199, -2.28870, -6.83481], [1.79441, -4.24671, -2.33402], [1.90766, -4.89969, -3.68635], [0.59827, -4.85609, -4.45171], [-0.36472, -5.71117, -3.87993], [-1.56428, -5.80419, -4.60978], [2.92156, -4.15509, -4.45143], [2.53548, -4.66669, -1.64704], [0.88595, -4.51749, -1.77777], [1.72845, -3.16014, -2.33811], [2.17224, -5.96264, -3.63925], [0.70733, -5.16094, -5.50445], [0.24608, -3.81588, -4.52085], [-2.24723, -4.95379, -4.57097], [-2.06056, -6.66076, -4.15476], [-1.36285, -6.06542, -5.65295], [3.83245, -4.15436, -4.00550], [3.02528, -4.68086, -5.31752], [1.18207, 2.30057, 0.06045], [-0.07093, 1.44432, -0.13289], [0.18778, 0.19392, -0.97203], [-1.05473, -0.43288, -1.26202], [-0.84238, -1.64751, -1.94374], [-0.65542, 1.14722, 1.16196], [1.86924, 1.74373, 0.69755], [0.91406, 3.22925, 0.56210], [1.60812, 2.63271, -0.88959], [-0.82401, 2.05616, -0.63901], [0.77848, -0.52367, -0.38397], [0.74609, 0.38952, -1.88941], [-0.13343, -1.58702, -2.77443], [-1.82050, -1.98279, -2.28766], [-0.48581, -2.40766, -1.23748], [-0.25882, 0.43393, 1.75847], [-1.65610, 1.02473, 1.05386]]
}


ΔE to the lowest compared entry with this formula, charge and spin for every record listed, in sequence, given in kJ/mol: 176.3, 154.2.